(1)
Here is a structure of composition C28H68N5O14S2 in a non-equilibrium geometry from OMol25. Energies are from wB97M-V/def2-TZVPD.

Properties
net charge: -1
gap between HOMO and LUMO: 7.700 eV
2S+1: 1
HOMO energy: -0.2173 hartree

The geometry in XYZ format:
```
117
Properties=species:S:1:pos:R:3:mulliken_charge:R:1
C 7.73810 -6.21044 7.08046 -0.147
H -8.34833 1.34337 -2.43191 0.092
C -14.06438 5.42280 -3.05815 -0.697
C 5.87560 -0.13237 0.13930 -0.763
C 9.80064 -3.57969 5.92506 -0.332
H 3.87101 5.40119 -1.51132 0.250
C 8.01640 -6.17122 3.72809 -0.641
H 6.33306 2.64539 -2.44809 0.239
S -1.06725 3.11413 -2.61352 0.766
C 5.44618 3.29896 -2.27870 -0.658
H 11.05827 -6.32781 7.63328 0.372
C -11.50683 1.02675 -2.23070 -0.338
H -10.86846 0.14136 -2.30878 0.294
H 7.61683 -7.14072 3.41723 0.374
H 7.60950 -5.14605 7.30266 0.125
C 8.87019 0.82075 -0.16051 -0.528
O -3.59173 -1.57559 -1.72743 -0.364
O -0.98905 1.73708 -2.07296 -0.665
H -12.87234 3.07052 -3.62128 0.109
H 10.72224 -4.29384 8.97709 0.345
C 2.04560 6.09231 -2.53107 -0.807
H 9.19951 -0.21273 -0.29294 0.281
H -13.20700 5.06734 -3.63599 0.287
H -10.49096 3.84313 -0.90492 0.335
H 6.15223 0.34120 -1.91599 0.432
O -1.43080 3.09904 -4.04434 -0.603
O 7.24557 -5.59827 4.77159 -0.256
H -6.74839 1.31529 -4.17906 0.393
H 8.74949 -0.78986 4.46890 0.313
O 5.86083 4.02516 -4.52428 -0.604
H -12.72054 0.16856 -3.78557 0.392
H -4.76232 -2.95547 -2.75274 0.279
H 8.67009 1.03037 0.89249 0.122
H 8.37436 -3.26701 2.36951 0.006
N 9.14332 -6.56509 6.90534 -0.340
H -13.97068 1.94322 -1.67241 0.143
C 10.07763 -4.48933 8.11477 -0.460
C 7.99768 -2.24529 2.47224 -0.470
C 10.04989 -6.01093 7.91351 -0.728
H 6.37822 -2.72980 1.14534 0.389
H 7.42094 -2.20085 3.40209 0.405
C -3.28529 -0.56644 -2.69956 -0.691
H -2.47170 0.02716 -2.27719 0.254
H -15.02715 1.24273 -2.91135 0.380
H -12.07657 3.05936 -0.80621 0.297
H -6.80775 1.34604 -1.61298 0.261
H 9.44904 -6.23952 5.99929 0.095
H -6.14283 -0.50270 -0.44245 0.318
H -2.99730 -3.11637 -2.99634 0.335
C 6.92094 -6.50625 5.82404 -0.841
H 4.54802 2.65959 -2.02167 0.313
H 9.82649 -6.48699 8.87464 0.384
H 7.02350 -7.55047 5.51088 0.389
H -3.74382 -3.58571 -1.45533 0.236
O -7.94038 -0.39335 -1.50527 -0.392
C 6.79387 0.06088 -1.07577 -0.509
H -13.75416 6.31846 -2.51910 0.231
C -3.78134 -2.86636 -2.27528 -0.714
C -6.93863 -1.13913 -0.83599 -0.537
H -6.52848 -1.90149 -1.50136 0.106
H 7.98462 -5.49131 2.87653 0.146
N -5.56138 -0.30950 -3.63849 -0.391
H -16.05269 3.20103 -1.96910 0.389
H -15.62301 3.60626 -3.63238 0.397
H -12.16249 0.84573 -1.37248 0.331
C -4.47476 0.36202 -2.92644 -0.052
H 2.86995 4.05267 -2.32492 0.370
H -11.55593 3.91305 -2.30012 0.121
H 8.43192 0.42726 3.19703 0.338
C -15.21002 3.36783 -2.64655 -0.811
H 7.11283 0.02814 1.72942 0.096
H 7.32469 -6.78341 7.91812 0.410
H 9.06234 -6.28147 4.02802 0.279
H -2.02160 3.79538 -1.88525 0.104
C -6.84692 0.38996 -3.60099 -0.890
H -2.92408 -0.99852 -3.63849 0.446
H 9.68319 1.48226 -0.46961 0.327
H 2.30352 7.04832 -3.05307 0.391
C 3.26245 5.09839 -2.40982 -0.317
H 7.78330 -1.97010 0.37634 0.150
H 1.70832 6.36883 -1.48805 0.297
H -11.54184 1.34434 -4.34433 0.406
H 10.13137 -2.69379 5.37749 0.227
H -7.40583 -1.66257 0.00259 0.295
O 4.13476 5.15086 -3.57374 -0.276
H 5.56573 4.01490 -1.42279 0.250
H 5.86623 -6.33607 6.05828 0.380
C -7.46369 0.73061 -2.23678 -0.041
S 0.58738 5.24189 -3.27968 1.125
O -14.47301 4.46040 -2.09948 -0.324
H 5.43925 0.84014 0.38287 0.405
H 9.09800 -4.07591 8.37608 0.356
H 7.29853 -0.86103 -1.38262 0.333
N -13.31478 2.16440 -3.68270 -0.339
C -12.27253 1.14168 -3.55653 -0.826
C -11.23671 3.27894 -1.47005 -0.581
N 0.38863 3.87305 -2.33305 -0.441
O -0.56917 6.15723 -3.04903 -0.722
H 8.75901 -3.43105 6.22054 0.248
C -14.37235 2.09073 -2.68039 -0.148
C 7.12881 -1.93870 1.25398 -0.098
C 5.13482 4.19473 -3.55165 0.576
H -4.14175 1.22625 -3.51100 0.501
H 10.09182 0.01871 3.63564 0.226
O 10.65539 -3.76226 7.04082 -0.468
O 9.15010 -1.40015 2.51373 -0.400
H -4.79396 0.72100 -1.94218 0.054
O 7.73079 1.12532 -0.94409 -0.426
O 0.85434 5.00356 -4.71023 -0.622
H -5.69307 -1.22735 -3.23753 0.143
H -7.56041 -0.24251 -4.13832 0.388
H 5.04594 -0.78550 -0.15115 0.370
C 9.08839 -0.38946 3.50889 -0.721
H 9.89474 -4.42758 5.24367 0.120
O -10.62077 2.10276 -1.96260 -0.368
N 6.45226 -0.65266 1.38220 -0.313
H -14.88141 5.68717 -3.73580 0.327
```

(2)
Here is a cluster of 12 separate species, C28H68O26 in total in a non-equilibrium geometry from OMol25. Energies are from wB97M-V/def2-TZVPD.

Properties
net charge: -1
gap between HOMO and LUMO (spin up / spin down): 7.604 / 6.128 eV
2S+1: 2
⟨S²⟩: 0.80
HOMO energy (spin up / spin down): -0.2289 / -0.2269 hartree

The geometry in XYZ format:
```
122
Properties=species:S:1:pos:R:3:mulliken_charge:R:1
O 3.11511 0.92644 -1.27911 -0.491
H -6.14448 0.18551 0.56425 0.038
C 2.10071 0.63285 -0.64194 -0.153
H -0.58210 -3.21480 -1.71091 0.023
H -1.55239 3.12586 -5.37761 0.434
C -1.51995 3.90823 1.22225 0.261
C -1.49913 -3.74296 -1.97208 0.150
H 1.78986 5.45498 -4.45791 0.423
H 2.78103 1.04517 7.22681 0.290
O -4.67220 -0.06101 1.94030 -0.361
H -0.19578 4.02576 2.60332 0.304
H 6.32205 -1.44816 -0.08597 0.281
H 3.31157 5.15600 -3.78052 0.251
O 4.97258 -1.14134 -5.78102 -0.562
C 3.60450 -1.00554 -5.68688 -0.626
H -5.87868 2.76069 -1.60678 0.380
O -4.54076 -1.47887 -0.46615 -0.323
H 4.87082 0.26640 -0.87411 0.192
C -0.47005 0.24921 0.75839 0.236
H -1.47137 -5.40037 -0.30186 0.298
H 3.53642 1.02711 -3.00432 0.313
H 2.13357 -0.09279 -4.28262 -0.308
H -2.14981 -2.59896 -0.49097 0.185
C -5.09749 2.07683 -1.93869 -0.305
H 0.96835 0.18704 -2.37424 0.330
H 3.31340 3.06658 -1.63359 0.215
C 2.32592 4.70153 -3.88081 -0.319
H 1.48170 5.37152 -2.03569 0.334
O -1.29802 -0.04182 -4.23805 -0.556
H -3.80943 -2.59216 5.84095 0.409
O 4.82245 0.81013 7.34166 -0.495
H -4.98998 -0.69529 6.24558 0.267
C 3.30299 -0.42270 5.78258 0.199
H -0.40460 -5.46180 -2.77151 0.329
O -4.39161 1.56397 -0.84312 -0.006
H -3.82125 0.82940 -1.08124 -0.123
C -2.66882 -1.85495 4.29448 0.389
H -3.83152 2.41264 0.71272 0.335
H 8.59443 -0.90441 -0.21443 0.382
H -3.85481 -0.44335 1.61273 -0.026
O -0.74603 -5.72778 -0.83876 -0.542
C -1.88012 2.27623 -4.77858 -0.423
O -3.79047 2.95966 1.50055 -0.410
H 1.79892 -3.50525 4.77730 0.348
H -4.67389 -0.79743 -3.07975 0.221
H -0.86490 -1.09252 4.37598 0.388
H -0.00368 -3.82622 4.47990 0.228
C 0.61714 0.43145 1.57684 -0.579
H 0.42424 -1.78047 3.19250 0.094
C -3.37222 -1.63202 5.56694 -0.601
H 3.30138 -0.22620 -6.38605 0.327
H 8.31479 0.62662 -0.89250 0.327
H 1.60106 -4.67081 2.70157 0.518
C 1.24798 -3.63980 2.72320 -0.856
H -4.98197 -2.62582 1.24283 0.258
H -2.08997 -5.85878 -2.33300 0.313
C -1.21679 -5.26038 -2.07303 -0.697
O -1.12224 3.77452 2.59121 -0.556
H 5.20670 -0.28543 -5.41467 0.356
H 2.00656 -2.96752 2.32234 0.379
H -0.30633 0.94977 -5.62593 0.327
H -0.09428 1.43348 -3.91875 -0.311
H 3.24366 -1.21681 -3.45076 0.251
H 0.49052 0.34293 2.64573 1.123
H 8.88927 0.47211 1.34139 0.280
O -3.00720 1.65655 -5.41074 -0.595
C -5.80441 -0.62608 1.20750 -0.195
O 0.15956 -3.33909 1.81979 -0.292
H -2.18677 -2.81906 4.13253 0.327
O -2.30284 -3.47210 -0.85949 -0.490
H -6.65017 -0.70563 1.89048 0.402
H -6.30719 -2.41249 0.08339 0.456
H -1.03748 4.82874 0.89364 0.474
H -3.26101 4.35669 0.04345 0.229
H 2.85136 2.73442 -4.12885 0.352
H -2.58160 -1.47982 6.30169 0.192
H 3.90828 -1.28745 5.51065 0.305
C -5.53904 0.90553 -2.75764 -0.480
H 5.42929 0.20688 7.77691 0.291
C 6.54338 -0.52515 -0.62184 -0.246
H -4.42327 -2.18281 -1.10823 0.150
C -3.09295 4.08674 1.08604 -0.713
H 2.96177 0.14201 4.00824 0.283
H 3.23952 -0.49457 7.88393 0.364
O 3.50909 0.49952 4.71125 -0.525
O 3.06074 3.98890 -1.54943 -0.584
C 3.15211 -0.47945 -4.24827 0.503
C -0.81703 1.15104 -4.68423 0.524
H 2.30716 -0.86178 5.84277 -0.038
C 1.92811 4.45870 -2.43014 -0.155
C -5.44202 -1.93150 0.53972 -0.569
H -3.40926 5.01617 1.55955 0.433
O 2.35282 3.44678 -4.53579 -0.519
H 0.48289 -3.62087 0.96092 0.156
H -4.38817 2.63476 -2.54998 0.113
C 7.87684 -0.08427 -0.19183 -0.658
O 7.94856 0.36871 1.18026 -0.488
C -0.37936 0.07035 -0.69782 0.113
C 3.54420 0.26913 7.16836 -0.705
O -1.60669 0.50944 1.39398 -0.289
H -1.28058 3.00718 0.65752 -0.280
O -1.28044 -0.39553 -1.43074 -0.572
O 3.05166 0.57687 1.62167 -0.561
H 6.68795 -0.88134 -1.64181 0.294
H -6.35077 1.17772 -3.43226 0.423
O 5.62282 0.52588 -0.33674 -0.387
H -3.26987 -1.67976 3.40221 -0.304
H -2.26073 2.74671 -3.87200 0.035
O -1.74219 -0.77018 4.15677 -0.388
H -1.44046 -0.03861 -3.28868 0.369
H -1.87420 -3.31799 -2.90311 0.313
C 0.90507 -3.29965 4.18835 -0.307
C 0.81983 0.40610 -1.32717 -0.056
O 3.91598 0.64546 -3.79922 -0.676
H -6.09281 0.36736 -1.98835 0.088
O -4.35167 -0.60551 5.53417 -0.456
H -3.12523 0.85257 -4.89959 0.340
C 2.02199 0.57466 0.97342 0.069
O 0.65338 -1.95517 4.10824 -0.363
O -4.54545 0.09161 -3.41846 -0.395
H 3.14728 -1.98205 -5.84650 0.353
H 1.26702 3.60912 -2.25904 -0.020
```